Entry 1:
A cluster of 10 separate species, C35H85O30P5S5 in total at a distorted geometry. Source: the OMol25 dataset; level of theory: wB97M-V/def2-TZVPD.

Computed properties:
HOMO-LUMO gap: 10.5 eV
Strongest force on any atom: 3.660 eV/A
E_tot: -199727.5880 eV
Spin multiplicity: 1
Net charge: 0

Geometry (Å):
S (13.547, 14.152, 15.483)
S (18.407, 16.470, 15.172)
S (13.608, 16.727, 22.098)
S (20.311, 10.659, 20.693)
S (16.828, 12.878, 11.083)
P (12.793, 17.160, 10.546)
P (12.765, 11.013, 19.518)
P (13.120, 10.407, 11.958)
P (18.194, 9.090, 15.654)
P (9.137, 14.348, 17.654)
O (17.939, 8.037, 14.719)
O (12.364, 13.325, 15.399)
O (16.894, 9.519, 16.531)
O (12.032, 9.763, 12.927)
O (12.396, 10.219, 10.518)
O (8.495, 13.172, 16.796)
O (20.996, 9.412, 20.350)
O (16.450, 14.124, 11.662)
O (12.880, 10.176, 18.187)
O (18.567, 10.435, 14.861)
O (12.583, 17.985, 9.161)
O (13.065, 9.924, 20.723)
O (14.438, 9.833, 12.029)
O (14.739, 17.558, 21.858)
O (13.111, 11.935, 12.296)
O (9.402, 15.560, 16.608)
O (18.364, 15.060, 15.470)
O (7.942, 14.849, 18.545)
O (15.982, 12.312, 10.026)
O (10.369, 14.057, 18.368)
O (13.695, 12.124, 19.620)
O (20.956, 11.602, 21.602)
O (14.058, 17.534, 11.216)
O (11.274, 11.330, 19.615)
O (13.535, 15.487, 14.945)
O (12.265, 17.232, 22.075)
O (19.317, 9.120, 16.783)
O (12.742, 15.592, 10.103)
O (19.243, 17.405, 15.907)
O (11.367, 17.241, 11.287)
C (16.279, 16.815, 13.615)
C (15.594, 8.984, 16.252)
C (18.514, 10.947, 11.787)
C (11.386, 17.835, 8.354)
C (16.728, 17.095, 15.050)
C (13.951, 14.934, 9.553)
C (15.092, 14.572, 21.723)
C (13.000, 10.740, 9.281)
C (19.355, 8.125, 17.846)
C (15.401, 13.570, 17.278)
C (18.771, 16.574, 13.433)
C (14.487, 9.669, 20.880)
C (10.619, 12.090, 20.747)
C (15.452, 12.537, 16.191)
C (18.362, 12.070, 19.687)
C (11.972, 10.113, 17.064)
C (14.946, 13.197, 14.953)
C (17.490, 17.198, 12.753)
C (10.288, 16.632, 17.096)
C (9.359, 12.374, 15.871)
C (17.152, 11.580, 12.196)
C (15.080, 14.836, 23.263)
C (18.698, 10.318, 21.332)
C (14.007, 15.347, 21.011)
C (19.760, 11.621, 19.249)
C (6.699, 14.187, 18.836)
C (13.965, 15.807, 23.611)
C (19.448, 12.116, 11.455)
C (17.698, 10.863, 20.305)
C (11.838, 8.370, 13.175)
C (19.180, 11.554, 15.557)
C (14.086, 14.207, 17.191)
C (18.548, 13.023, 10.515)
C (11.458, 16.509, 12.581)
C (12.032, 12.952, 12.399)
H (12.528, 10.692, 16.331)
H (9.643, 12.391, 20.339)
H (18.357, 7.898, 18.260)
H (13.378, 13.547, 17.732)
H (16.767, 18.183, 15.279)
H (11.173, 13.025, 20.952)
H (15.238, 9.384, 15.302)
H (14.949, 11.567, 16.445)
H (6.872, 13.125, 18.622)
H (14.574, 8.862, 21.563)
H (14.241, 16.381, 24.473)
H (5.915, 14.541, 18.188)
H (19.790, 7.244, 17.410)
H (13.062, 14.779, 20.903)
H (14.998, 13.539, 21.460)
H (13.847, 13.896, 9.693)
H (14.680, 12.539, 14.138)
H (19.985, 8.542, 18.597)
H (17.330, 16.802, 11.748)
H (19.275, 12.369, 14.838)
H (13.051, 15.270, 23.983)
H (19.073, 15.609, 13.075)
H (18.519, 9.286, 21.493)
H (19.644, 17.220, 13.300)
H (11.247, 12.674, 13.119)
H (15.335, 17.304, 13.247)
H (16.044, 14.881, 21.285)
H (10.445, 12.585, 16.027)
H (18.974, 10.350, 12.578)
H (16.118, 15.764, 13.404)
H (9.236, 11.334, 16.094)
H (17.529, 10.137, 19.521)
H (18.260, 10.312, 10.937)
H (18.589, 11.893, 16.373)
H (14.991, 13.839, 23.743)
H (10.801, 17.065, 16.264)
H (16.501, 12.307, 16.054)
H (9.780, 17.338, 17.742)
H (11.544, 13.042, 11.432)
H (20.169, 11.288, 15.973)
H (15.714, 13.861, 14.573)
H (10.608, 18.522, 8.703)
H (14.099, 15.220, 8.504)
H (11.027, 10.513, 17.415)
H (15.004, 9.482, 19.977)
H (16.000, 15.419, 23.426)
H (18.576, 10.843, 22.313)
H (13.944, 15.180, 17.650)
H (10.884, 17.019, 13.342)
H (12.214, 11.442, 8.914)
H (11.433, 8.270, 14.195)
H (18.406, 12.919, 20.355)
H (16.757, 11.141, 20.709)
H (14.310, 15.751, 20.041)
H (14.850, 15.210, 10.181)
H (18.855, 14.035, 10.550)
H (10.547, 11.456, 21.632)
H (16.145, 16.641, 15.839)
H (10.948, 16.856, 8.443)
H (11.091, 16.210, 17.710)
H (15.463, 13.142, 18.278)
H (19.826, 12.533, 12.384)
H (16.282, 10.901, 12.232)
H (11.987, 9.081, 16.694)
H (11.744, 18.046, 7.333)
H (15.656, 7.917, 16.184)
H (6.385, 14.448, 19.870)
H (13.929, 11.269, 9.382)
H (9.052, 12.554, 14.878)
H (12.592, 13.799, 12.823)
H (20.296, 11.866, 10.846)
H (16.275, 14.230, 17.160)
H (10.865, 15.598, 12.394)
H (20.543, 12.374, 19.003)
H (17.346, 12.149, 13.100)
H (18.648, 12.717, 9.482)
H (12.779, 7.874, 13.010)
H (11.074, 8.074, 12.435)
H (14.944, 9.336, 17.052)
H (17.847, 12.368, 18.803)
H (19.673, 10.858, 18.518)
H (14.998, 10.526, 21.345)
H (17.506, 18.288, 12.559)
H (13.060, 9.905, 8.658)
H (12.429, 16.205, 12.913)

These are the Löwdin partial charges, in e, on atoms 1 to 4:
1. S 0.689
2. S 0.669
3. S 0.655
4. S 0.702


Entry 2:
The ion C6H5F5N3O2S with charge +1 at a distorted geometry. Source: the OMol25 dataset; level of theory: wB97M-V/def2-TZVPD.

Computed properties:
HOMO-LUMO gap: 9.7 eV
Strongest force on any atom: 1.093 eV/A
E_tot: -39282.8097 eV
Spin multiplicity: 1
Net charge: +1

Geometry (Å):
S (1.657, -2.094, -0.829)
F (-0.818, 2.860, 1.566)
F (2.417, 1.676, 1.939)
F (0.064, 1.298, 2.813)
F (1.230, -3.200, 0.186)
F (1.572, 3.687, 1.689)
O (1.472, -2.621, -2.128)
O (2.849, -1.504, -0.378)
N (-1.294, -2.109, -1.991)
N (0.583, -0.026, 0.308)
N (-0.351, 0.845, 0.627)
C (-1.020, -1.157, -1.100)
C (0.089, 1.879, 1.615)
C (1.517, 2.414, 1.274)
C (0.279, -0.982, -0.503)
C (-1.971, -0.196, -0.709)
C (-1.606, 0.779, 0.158)
H (-2.987, -0.235, -1.082)
H (1.716, 2.361, 0.201)
H (-0.820, -3.001, -1.933)
H (-2.273, -2.199, -2.232)
H (-2.305, 1.527, 0.508)

These are the natural (NBO) partial charges, in e, on atoms 1 to 4:
1. S 2.413
2. F -0.284
3. F -0.292
4. F -0.272